Record 1
30
Properties=species:S:1:pos:R:3 method="wB97M-V/def2-TZVPD" charge=+1 smiles=CC(C)[C@@H](C)COn1c(N)nn[n+]1O relative_energy_kcal_mol=108.58 gap_ha=0.3624
C 1.402 -1.359 0.843
C 2.126 -0.003 0.523
C 3.503 -0.332 -0.144
C 1.250 0.981 -0.291
C 1.159 0.664 -1.811
C -0.168 1.146 0.309
O -1.234 0.668 -0.605
N -2.307 0.249 0.050
C -2.922 -0.953 0.016
N -2.539 -2.000 -0.777
N -3.954 -0.940 0.875
N -4.010 0.262 1.418
N -3.052 0.933 0.918
O -2.897 2.217 1.303
H 0.983 -1.735 -0.104
H 0.645 -1.202 1.623
H 2.164 -2.071 1.183
H 2.363 0.434 1.509
H 4.325 -0.057 0.531
H 3.677 0.206 -1.083
H 3.553 -1.413 -0.323
H 1.731 1.969 -0.205
H 0.806 -0.364 -1.956
H 2.129 0.850 -2.284
H 0.460 1.373 -2.283
H -0.280 0.608 1.261
H -0.354 2.216 0.472
H -3.337 -2.404 -1.260
H -2.030 -2.705 -0.250
H -3.191 2.759 0.542

Record 2
81
Properties=species:S:1:pos:R:3 method="wB97M-V/def2-TZVPD" s_squared=0.75 charge=+1 spin_multiplicity=2 relative_energy_kcal_mol=69.45 gap_ha="0.1630 / 0.2432"
C -1.287 -0.452 1.392
C -2.059 0.041 0.311
C -1.842 -0.825 -0.806
H -2.732 0.898 0.332
C -0.953 -1.844 -0.399
C -0.602 -1.614 0.954
H 0.072 -2.226 1.546
H -1.286 -0.052 2.400
H -2.307 -0.742 -1.780
H -0.627 -2.666 -1.018
Yb 0.551 0.309 -0.297
Si 1.368 0.166 -7.022
C 1.450 1.734 -8.063
C 2.453 2.257 -8.918
H 3.465 1.816 -8.947
C 2.129 3.299 -9.812
H 2.866 3.605 -10.573
C 0.860 3.913 -9.766
H 0.603 4.737 -10.446
C -0.109 3.442 -8.857
H -1.096 3.910 -8.784
C 0.160 2.308 -8.077
H -0.648 1.815 -7.512
C 1.761 -1.220 -8.164
C 0.940 -1.113 -9.305
H 0.546 -0.140 -9.622
C 0.624 -2.245 -10.055
H -0.096 -2.173 -10.872
C 1.281 -3.454 -9.792
H 1.074 -4.324 -10.415
C 2.281 -3.493 -8.804
H 2.859 -4.410 -8.682
C 2.567 -2.364 -8.024
H 3.433 -2.360 -7.346
H -0.014 -0.249 -6.499
Si 0.948 0.340 -4.361
C -0.015 -1.257 -4.159
C -1.143 -1.331 -5.017
H -1.468 -0.427 -5.613
C -1.926 -2.493 -5.067
H -2.883 -2.475 -5.575
C -1.570 -3.655 -4.364
H -2.234 -4.531 -4.335
C -0.379 -3.609 -3.633
H -0.123 -4.471 -3.024
C 0.422 -2.441 -3.569
H 1.334 -2.446 -2.940
C -0.250 1.778 -4.086
C -1.506 1.719 -3.455
H -1.747 0.902 -2.743
C -2.514 2.674 -3.739
H -3.469 2.602 -3.216
C -2.344 3.676 -4.715
H -3.168 4.350 -5.015
C -1.094 3.708 -5.372
H -0.959 4.413 -6.210
C -0.041 2.841 -4.999
H 0.944 2.975 -5.497
H 2.038 0.285 -5.459
Cl 2.329 0.567 -2.816
N 3.062 0.314 3.175
C 2.246 1.199 3.862
C 2.328 1.739 5.133
C 1.288 2.575 5.597
C 0.154 2.788 4.802
C 0.103 2.262 3.493
C 1.188 1.518 2.995
N 1.428 0.874 1.768
C 2.587 0.179 1.918
C 3.189 -0.698 0.954
C 4.294 -1.498 1.164
S 4.669 -2.398 -0.273
C 3.369 -1.639 -1.078
N 2.703 -0.742 -0.341
H 3.885 -0.164 3.522
H 3.198 1.486 5.741
H 1.374 3.011 6.593
H -0.679 3.353 5.211
H -0.765 2.367 2.836
H 4.794 -1.612 2.118
H 3.146 -1.847 -2.112

Record 3
56
Properties=species:S:1:pos:R:3 method="wB97M-V/def2-TZVPD" s_squared=0.75 charge=-1 spin_multiplicity=2 relative_energy_kcal_mol=0.00 gap_ha="0.0687 / 0.3246"
C 0.690 1.889 0.453
C 1.794 2.914 0.538
C 3.176 2.448 1.027
C 4.818 -0.107 -1.480
C 4.153 0.533 -0.291
C 3.969 1.832 -0.092
N 0.989 0.693 -0.337
H 0.192 1.547 1.366
H -0.197 2.386 0.033
H 1.879 3.267 -0.499
H 1.434 3.823 1.024
H 3.715 3.353 1.316
H 3.038 1.765 1.865
H 4.927 0.568 -2.331
H 5.882 -0.161 -1.202
H 4.435 -1.087 -1.698
H 3.822 -0.191 0.451
H 4.390 2.468 -0.872
H 1.635 0.866 -1.082
H 0.153 0.143 -0.487
H -0.557 -4.455 -3.243
H 0.599 -3.530 -3.523
O -0.325 -3.512 -3.232
H -2.087 2.762 2.063
H -2.766 1.588 2.755
O -1.984 2.149 2.815
H 3.513 -4.204 -2.222
H 2.486 -4.879 -1.230
O 2.624 -4.565 -2.129
H 0.334 0.740 4.061
H -1.033 0.388 3.378
O -0.256 0.019 3.822
H -2.813 2.511 -0.746
H -4.152 2.051 -0.350
O -3.260 2.128 0.020
H -3.423 4.928 2.199
H -3.843 3.896 1.137
O -3.081 4.354 1.507
H -4.355 -1.568 -0.787
H -3.290 -0.960 0.167
O -4.229 -0.917 -0.079
H -4.281 0.182 -1.503
H -4.286 0.319 -3.014
O -4.154 0.848 -2.217
H 0.368 -1.033 2.243
H 1.006 -0.643 0.944
O 0.848 -1.449 1.503
H -1.580 -1.972 -0.573
H -0.669 -1.395 0.647
O -1.428 -1.243 0.044
H 2.363 -2.626 0.126
H 3.084 -2.471 1.438
O 3.174 -2.894 0.578
H -2.572 -2.934 -2.586
H -3.744 -3.601 -1.860
O -3.410 -2.728 -2.130

Record 4
44
Properties=species:S:1:pos:R:3 method="wB97M-V/def2-TZVPD" charge=+2 relative_energy_kcal_mol=0.00 gap_ha=0.2033
Au -0.531 1.054 -0.552
C 0.880 -1.870 -1.135
Si -0.933 -2.019 -0.788
C -1.343 -3.721 -0.179
C -2.091 -1.508 -2.136
N -1.126 -0.619 0.503
C -1.492 -0.676 1.736
C -2.056 -1.882 2.351
C -2.473 -1.891 3.636
C -2.340 -0.721 4.426
C -1.802 0.465 3.938
C -1.391 0.497 2.637
F -0.858 1.587 2.170
H 1.132 -2.640 -1.869
H 1.481 -2.050 -0.242
H 1.166 -0.903 -1.551
H -1.087 -4.374 -1.021
H -2.403 -3.891 0.018
H -0.743 -4.060 0.666
H -2.052 -2.287 -2.903
H -1.826 -0.563 -2.608
H -3.124 -1.452 -1.788
H -2.163 -2.758 1.733
H -2.909 -2.780 4.070
H -2.671 -0.749 5.458
H -1.698 1.344 4.559
C 4.485 0.149 0.451
C 3.323 0.748 -0.307
O 2.101 0.716 0.458
H 5.362 0.084 -0.192
H 4.242 -0.855 0.800
H 4.754 0.765 1.312
H 3.114 0.172 -1.210
H 3.538 1.779 -0.599
H 2.288 1.121 1.312
N -0.951 3.634 -2.058
C -0.389 4.531 -2.880
C 0.904 4.119 -3.120
C 1.048 2.941 -2.392
N -0.082 2.650 -1.749
H -1.886 3.630 -1.687
H -0.941 5.387 -3.231
H 1.639 4.604 -3.736
H 1.904 2.292 -2.302

Record 5
92
Properties=species:S:1:pos:R:3 method="wB97M-V/def2-TZVPD" charge=+1 relative_energy_kcal_mol=0.00 gap_ha=0.2313
Ti 1.446 0.100 -1.836
C 2.865 -3.490 -4.009
C 2.306 -2.547 -3.001
N 2.507 -1.284 -3.053
N 3.279 -0.756 -4.055
C 3.876 0.321 -3.621
N 4.679 1.003 -4.442
S 3.732 0.882 -1.957
C 1.509 -2.975 -1.833
C 1.179 -4.293 -1.574
C 0.467 -4.593 -0.420
C 0.109 -3.570 0.437
C 0.459 -2.272 0.101
N 1.142 -1.980 -1.003
H 3.846 -3.144 -4.326
H 2.223 -3.495 -4.893
H 2.941 -4.503 -3.626
H 4.774 0.706 -5.399
H 5.102 1.862 -4.144
H 1.463 -5.074 -2.261
H 0.199 -5.618 -0.199
H -0.440 -3.758 1.348
H 0.180 -1.438 0.731
Cl 3.506 -1.385 0.997
C 4.280 0.137 1.324
C 5.582 0.104 1.790
C 6.227 1.294 2.085
C 5.563 2.499 1.920
C 4.258 2.515 1.457
C 3.586 1.333 1.143
P 1.876 1.387 0.485
C 1.563 3.176 0.321
C 1.898 3.812 -0.873
C 1.751 5.184 -1.001
C 1.278 5.936 0.064
C 0.964 5.313 1.264
C 1.108 3.941 1.397
C 0.825 0.875 1.884
C -0.545 1.148 1.831
C -1.366 0.815 2.897
C -0.836 0.171 4.008
C 0.517 -0.123 4.057
C 1.349 0.235 3.003
H 6.078 -0.848 1.918
H 7.246 1.274 2.447
H 6.060 3.431 2.151
H 3.757 3.464 1.328
H 2.273 3.235 -1.708
H 2.001 5.663 -1.938
H 1.157 7.006 -0.038
H 0.609 5.897 2.103
H 0.878 3.478 2.345
H -0.962 1.658 0.971
H -2.417 1.065 2.863
H -1.480 -0.090 4.838
H 0.938 -0.615 4.924
H 2.408 0.030 3.076
S 0.057 3.571 -4.649
C 0.583 2.490 -3.632
N 1.003 1.692 -2.854
C -4.825 -2.385 4.120
C -4.796 -1.284 3.094
C -5.611 -0.169 3.248
C -5.607 0.862 2.319
C -4.762 0.793 1.227
C -3.935 -0.313 1.066
N -3.010 -0.341 -0.016
C -3.351 -0.565 -1.316
C -4.681 -0.868 -1.664
C -5.022 -1.147 -2.967
C -4.066 -1.158 -3.987
C -2.761 -0.889 -3.663
C -2.381 -0.582 -2.345
C -0.969 -0.337 -2.114
O -0.097 -0.678 -2.975
O -0.486 0.202 -1.042
C -3.952 -1.369 1.977
C -3.052 -2.559 1.781
H -5.466 -2.115 4.957
H -3.827 -2.595 4.512
H -5.205 -3.316 3.696
H -6.263 -0.109 4.111
H -6.253 1.719 2.455
H -4.722 1.591 0.496
H -2.046 -0.124 0.178
H -5.436 -0.882 -0.891
H -6.056 -1.370 -3.199
H -4.350 -1.375 -5.006
H -1.991 -0.892 -4.423
H -2.793 -2.680 0.730
H -3.525 -3.476 2.129
H -2.121 -2.436 2.346

Record 6
99
Properties=species:S:1:pos:R:3 method="wB97M-V/def2-TZVPD" charge=+3 relative_energy_kcal_mol=6.50 gap_ha=0.1781
Sc -1.594 1.627 -0.097
C -3.589 5.486 -0.144
C -3.664 5.820 -1.545
C -3.079 4.948 -2.485
C -2.539 3.684 -2.034
N -2.540 3.376 -0.696
C -3.047 4.264 0.200
C -1.914 2.719 -2.900
C -1.943 2.826 -4.327
C -1.129 1.979 -5.058
C -0.337 0.991 -4.428
C -0.436 0.846 -3.063
N -1.261 1.596 -2.289
H -4.015 6.188 0.582
H -4.165 6.741 -1.847
H -2.961 5.259 -3.547
H -3.001 3.997 1.271
H -2.530 3.597 -4.808
H -1.059 2.176 -6.086
H 0.260 0.283 -5.039
H 0.082 0.039 -2.582
C -3.923 -0.430 6.310
C -4.179 -0.846 5.000
C -3.372 -0.353 3.965
C -2.416 0.636 4.278
C -2.153 1.050 5.587
C -2.924 0.488 6.602
N -1.612 1.001 3.189
N -0.550 1.676 3.560
C 0.208 2.322 2.605
C 1.311 3.081 3.097
C 2.242 3.626 2.195
C 1.983 3.581 0.803
C 0.889 2.856 0.369
N 0.009 2.227 1.236
H -4.580 -0.682 7.140
H -5.015 -1.441 4.789
H -3.611 -0.621 2.946
H -1.460 1.895 5.670
H -2.701 0.714 7.643
H 1.407 3.014 4.149
H 3.198 4.032 2.607
H 2.530 4.105 0.032
H 0.681 2.640 -0.708
C 2.172 -2.284 1.725
C 0.665 -2.026 1.605
P -0.025 -2.697 0.033
C -0.633 -4.286 0.668
C -1.908 -4.586 1.200
C -2.217 -5.895 1.613
C -1.277 -6.892 1.492
C -0.023 -6.632 0.934
C 0.339 -5.358 0.591
C -1.464 -1.767 -0.456
C -2.099 -2.089 -1.668
C -3.378 -1.550 -1.934
C -3.908 -0.552 -1.094
C -3.212 -0.101 0.033
C -1.950 -0.687 0.336
C 3.109 -1.240 1.013
P 2.407 -0.475 -0.621
C 2.802 -1.678 -1.929
C 2.670 -1.232 -3.279
C 3.287 -1.940 -4.300
C 4.020 -3.095 -4.068
C 3.918 -3.706 -2.785
C 3.377 -2.926 -1.724
C 3.714 0.692 -0.931
C 3.320 1.792 -1.763
C 4.210 2.771 -2.149
C 5.545 2.702 -1.720
C 5.927 1.713 -0.829
C 5.020 0.665 -0.448
H 2.375 -3.298 1.374
H 2.455 -2.202 2.824
H 0.510 -0.922 1.751
H 0.080 -2.502 2.400
H -2.655 -3.812 1.134
H -3.193 -6.161 2.041
H -1.473 -7.877 1.863
H 0.646 -7.474 0.769
H 1.366 -5.146 0.329
H -1.629 -2.830 -2.295
H -4.003 -1.873 -2.793
H -4.845 -0.062 -1.282
H -3.650 0.546 0.767
H -1.553 -0.580 1.332
H 4.035 -1.797 0.800
H 3.378 -0.479 1.744
H 2.098 -0.311 -3.508
H 3.212 -1.562 -5.332
H 4.552 -3.567 -4.925
H 4.188 -4.743 -2.661
H 3.504 -3.279 -0.704
H 2.250 1.737 -2.068
H 3.916 3.596 -2.784
H 6.211 3.465 -2.074
H 6.950 1.691 -0.440
H 5.372 -0.212 0.051

Record 7
21
Properties=species:S:1:pos:R:3 method="wB97M-V/def2-TZVPD" charge=+2 smiles=CN([NH3+])CN(C)[NH3+] relative_energy_kcal_mol=57.55 gap_ha=0.4206
C 2.063 -1.051 0.075
N 1.066 0.031 0.230
N 1.771 1.380 0.315
C -0.085 0.131 -0.676
N -1.254 0.125 0.283
C -2.476 0.625 -0.275
N -1.189 -1.231 0.788
H 1.491 -1.844 -0.325
H 3.021 -0.874 -0.553
H 2.353 -1.199 1.117
H 1.107 2.119 0.286
H 2.257 1.487 1.281
H 2.539 1.595 -0.419
H -0.145 -0.803 -1.289
H -0.026 0.959 -1.429
H -2.875 0.169 -1.172
H -3.380 0.641 0.383
H -2.240 1.671 -0.499
H -2.001 -1.412 1.438
H -1.155 -2.078 0.192
H -0.307 -1.294 1.335